Entry 1:
{"formula": "C32H43BrIN3O3S2Si2", "method": "the ωB97M-V functional and the def2-TZVPD basis", "smiles": "C=Cc1c(CCO[Si](C)(C)C)c2c(c(CCO[Si](C)(C)C)c1N=C=O)Sc1cc(CCCI)c(N=C=S)cc1N2C[C@H](C)Br", "homo_ev": -7.8, "lumo_energy_ev": 0.18, "elements": ["C", "C", "C", "C", "C", "C", "O", "Si", "C", "C", "C", "C", "C", "C", "C", "C", "O", "Si", "C", "C", "C", "C", "N", "C", "O", "S", "C", "C", "C", "C", "C", "C", "I", "C", "N", "C", "S", "C", "C", "N", "C", "C", "C", "Br", "H", "H", "H", "H", "H", "H", "H", "H", "H", "H", "H", "H", "H", "H", "H", "H", "H", "H", "H", "H", "H", "H", "H", "H", "H", "H", "H", "H", "H", "H", "H", "H", "H", "H", "H", "H", "H", "H", "H", "H", "H", "H", "H"], "positions_angstrom": [[-1.647, -0.052, -4.528], [-1.208, 1.031, -3.804], [-0.351, 0.676, -2.527], [-0.923, 0.705, -1.146], [-2.412, 1.102, -0.881], [-2.878, 2.454, -1.571], [-3.363, 3.440, -0.638], [-4.402, 4.600, -1.354], [-4.108, 6.383, -0.691], [-4.284, 4.725, -3.252], [-6.252, 4.227, -0.945], [-0.046, 0.307, 0.022], [1.334, -0.100, -0.310], [1.930, -0.119, -1.666], [3.409, -0.537, -1.975], [3.619, -2.107, -2.092], [2.359, -2.822, -2.242], [2.694, -4.346, -2.964], [2.649, -4.187, -4.876], [4.433, -5.033, -2.491], [1.450, -5.715, -2.511], [1.067, 0.274, -2.804], [1.628, 0.219, -4.172], [1.873, 1.381, -4.565], [1.916, 2.371, -5.181], [2.455, -0.657, 1.045], [1.662, 0.084, 2.507], [2.493, 0.252, 3.719], [1.922, 0.826, 4.962], [2.871, 0.946, 6.198], [2.507, -0.004, 7.406], [2.413, -1.540, 7.033], [0.305, -2.174, 7.143], [0.500, 1.248, 4.920], [-0.048, 1.802, 6.179], [-0.436, 2.968, 6.033], [-1.164, 4.398, 5.893], [-0.333, 1.084, 3.694], [0.244, 0.484, 2.443], [-0.675, 0.332, 1.330], [-1.587, -0.815, 1.564], [-0.860, -2.227, 1.687], [-1.266, -3.070, 0.381], [-1.399, -3.178, 3.364], [-2.445, 0.007, -5.311], [-1.233, -1.078, -4.298], [-1.474, 2.082, -4.088], [-2.692, 1.162, 0.207], [-3.045, 0.257, -1.311], [-1.973, 2.897, -2.084], [-3.696, 2.176, -2.310], [-3.165, 6.847, -1.103], [-4.201, 6.452, 0.427], [-4.976, 6.985, -1.117], [-3.435, 5.366, -3.631], [-4.238, 3.726, -3.786], [-5.245, 5.210, -3.611], [-6.417, 3.120, -1.064], [-6.942, 4.816, -1.621], [-6.444, 4.590, 0.110], [4.052, -0.049, -1.177], [3.769, -0.085, -2.951], [4.052, -2.471, -1.107], [4.324, -2.283, -2.958], [1.640, -3.828, -5.233], [3.486, -3.505, -5.213], [2.866, -5.221, -5.280], [4.510, -6.053, -2.955], [4.597, -5.013, -1.379], [5.194, -4.338, -2.949], [1.356, -5.848, -1.394], [0.430, -5.599, -2.970], [1.897, -6.686, -2.900], [3.561, -0.102, 3.699], [3.914, 0.647, 5.857], [2.990, 2.008, 6.580], [3.360, 0.092, 8.154], [1.572, 0.272, 7.962], [2.938, -2.216, 7.772], [2.806, -1.807, 6.015], [-1.419, 1.394, 3.702], [-2.427, -0.909, 0.826], [-2.080, -0.626, 2.570], [0.259, -2.146, 1.742], [-0.644, -4.002, 0.319], [-1.063, -2.380, -0.491], [-2.372, -3.259, 0.477]]}



Entry 2:
{"formula": "C32H43Cl2N2OP3SSn", "method": "the ωB97M-V functional and the def2-TZVPD basis", "homo_ev": -12.8, "charge": 2, "lumo_energy_ev": -4.81, "elements": ["P", "C", "C", "H", "C", "H", "C", "H", "C", "H", "C", "H", "C", "C", "H", "C", "H", "C", "H", "C", "H", "C", "H", "C", "C", "H", "C", "H", "C", "H", "C", "H", "C", "H", "Sn", "C", "C", "H", "C", "O", "H", "C", "H", "C", "Cl", "Cl", "P", "C", "H", "H", "H", "C", "H", "H", "H", "C", "H", "H", "H", "P", "C", "C", "H", "H", "H", "H", "H", "H", "C", "H", "H", "H", "H", "S", "C", "N", "C", "C", "N", "H", "H", "H", "H", "H", "H"], "positions_angstrom": [[-0.949, -0.345, -2.481], [-2.224, -1.449, -3.087], [-3.405, -0.955, -3.671], [-3.609, 0.116, -3.671], [-4.312, -1.841, -4.251], [-5.218, -1.454, -4.714], [-4.061, -3.216, -4.246], [-4.769, -3.904, -4.711], [-2.895, -3.705, -3.649], [-2.695, -4.776, -3.637], [-1.978, -2.832, -3.069], [-1.067, -3.207, -2.600], [-1.675, 1.286, -2.242], [-2.760, 1.423, -1.358], [-3.201, 0.536, -0.896], [-3.261, 2.687, -1.061], [-4.071, 2.787, -0.338], [-2.745, 3.817, -1.698], [-3.163, 4.804, -1.489], [-1.711, 3.675, -2.623], [-1.321, 4.549, -3.146], [-1.163, 2.422, -2.891], [-0.355, 2.319, -3.619], [0.419, -0.278, -3.645], [0.140, -0.193, -5.024], [-0.895, -0.177, -5.368], [1.184, -0.137, -5.945], [0.959, -0.066, -7.008], [2.513, -0.171, -5.510], [3.328, -0.120, -6.234], [2.791, -0.273, -4.145], [3.822, -0.302, -3.796], [1.755, -0.344, -3.214], [1.978, -0.485, -2.154], [0.685, -1.245, 1.798], [1.308, 0.819, 2.441], [1.057, 1.839, 1.624], [1.812, 0.862, 3.412], [0.401, 1.532, 0.273], [1.419, 1.801, -0.729], [1.127, 1.500, -1.610], [-0.029, 0.109, 0.239], [-0.474, 2.188, 0.090], [-0.263, -0.876, -0.582], [1.316, -1.821, 4.129], [-0.144, -3.575, 1.492], [-1.691, -0.960, 2.993], [-2.019, -2.111, 4.360], [-1.454, -1.800, 5.247], [-1.705, -3.120, 4.070], [-3.098, -2.095, 4.568], [-1.926, 0.689, 3.719], [-1.865, 1.457, 2.936], [-1.137, 0.876, 4.460], [-2.913, 0.728, 4.201], [-3.084, -1.181, 1.851], [-2.900, -2.056, 1.214], [-3.206, -0.287, 1.224], [-3.989, -1.344, 2.454], [1.554, 3.588, 1.861], [1.865, 3.849, 3.593], [0.165, 4.560, 1.272], [2.647, 3.166, 3.946], [0.952, 3.686, 4.179], [2.199, 4.885, 3.732], [0.000, 4.392, 0.200], [0.378, 5.622, 1.441], [-0.745, 4.283, 1.820], [2.995, 3.884, 0.845], [3.790, 3.186, 1.132], [3.335, 4.916, 0.990], [2.733, 3.703, -0.204], [-0.351, -1.943, -0.324], [3.013, -1.775, 0.833], [3.543, -2.882, 2.044], [3.111, -4.143, 2.202], [3.596, -4.740, 3.434], [4.494, -3.650, 4.023], [4.444, -2.609, 3.006], [2.296, -4.498, 1.699], [4.179, -5.638, 3.209], [2.768, -5.006, 4.099], [5.518, -4.004, 4.148], [4.115, -3.282, 4.983], [4.793, -1.669, 3.158]]}



Entry 3:
{"formula": "C32H44B3F32INO10", "method": "the ωB97M-V functional and the def2-TZVPD basis", "homo_ev": -3.8, "charge": -1, "lumo_energy_ev": 1.62, "elements": ["C", "C", "C", "I", "C", "C", "B", "O", "O", "O", "B", "B", "N", "O", "O", "C", "C", "C", "C", "C", "C", "O", "C", "H", "H", "H", "H", "H", "H", "H", "H", "H", "H", "H", "H", "H", "H", "H", "H", "H", "H", "H", "H", "H", "H", "H", "H", "H", "H", "H", "H", "C", "C", "C", "F", "F", "F", "F", "O", "C", "C", "F", "F", "F", "F", "H", "H", "H", "H", "C", "C", "C", "F", "F", "F", "F", "O", "C", "C", "F", "F", "F", "F", "H", "H", "H", "H", "C", "C", "C", "F", "F", "F", "F", "O", "C", "C", "F", "F", "F", "F", "H", "H", "H", "H", "C", "C", "C", "F", "F", "F", "F", "O", "C", "C", "F", "F", "F", "F", "H", "H", "H", "H"], "positions_angstrom": [[6.559, 2.098, 1.387], [5.987, 3.407, 1.907], [4.809, 3.984, 1.143], [3.046, 2.770, 1.520], [5.080, 4.250, -0.338], [4.509, 5.539, -0.935], [3.034, 5.928, -0.574], [2.514, 5.900, 0.700], [2.210, 6.382, -1.600], [6.490, 4.440, -0.422], [6.932, 3.928, -1.732], [8.574, 3.953, -2.123], [9.625, 4.687, -1.363], [9.020, 3.296, -3.260], [6.152, 2.667, -1.881], [4.913, 2.986, -1.278], [3.904, 3.142, -2.414], [3.424, 1.825, -2.978], [2.505, 1.031, -2.034], [1.024, 1.197, -2.317], [0.593, 2.637, -2.259], [-0.802, 2.737, -2.019], [-1.139, 4.104, -1.940], [6.980, 1.553, 2.217], [7.390, 2.326, 0.746], [5.851, 1.501, 0.849], [5.620, 3.218, 2.908], [6.725, 4.184, 2.000], [4.579, 4.933, 1.591], [4.587, 5.540, -2.001], [5.144, 6.347, -0.597], [1.561, 5.790, 0.682], [1.288, 6.216, -1.388], [6.459, 4.683, -2.639], [10.489, 4.163, -1.355], [9.774, 5.602, -1.764], [8.314, 2.739, -3.598], [4.646, 2.059, -0.783], [3.036, 3.677, -2.033], [4.327, 3.770, -3.178], [4.253, 1.185, -3.235], [2.868, 2.032, -3.882], [2.738, -0.010, -2.218], [2.731, 1.223, -1.000], [0.497, 0.707, -1.509], [0.747, 0.732, -3.248], [1.105, 3.080, -1.411], [0.880, 3.167, -3.156], [-2.186, 4.195, -1.712], [-0.563, 4.569, -1.147], [-0.887, 4.574, -2.880], [-2.289, -0.533, -0.926], [-2.479, -1.588, -2.023], [-3.914, -1.983, -2.360], [-4.540, -2.545, -1.301], [-3.898, -2.910, -3.355], [-1.757, -2.691, -1.723], [-1.954, -1.067, -3.164], [-1.967, -1.012, 0.367], [-2.949, -1.377, 1.236], [-2.831, -2.851, 1.609], [-2.960, -3.630, 0.512], [-3.829, -3.181, 2.468], [-4.168, -1.058, 0.770], [-2.757, -0.650, 2.368], [-1.410, 0.040, -1.216], [-3.106, 0.186, -0.902], [-4.492, -1.120, -2.700], [-1.862, -3.046, 2.072], [2.841, -4.902, 2.320], [3.969, -4.886, 3.363], [3.620, -5.368, 4.770], [2.681, -4.583, 5.340], [4.732, -5.311, 5.543], [4.516, -3.656, 3.417], [4.931, -5.736, 2.901], [2.185, -3.677, 2.071], [1.132, -3.294, 2.846], [1.425, -1.987, 3.580], [2.487, -2.141, 4.391], [0.351, -1.664, 4.339], [0.754, -4.277, 3.684], [0.083, -3.069, 2.009], [3.327, -5.136, 1.375], [2.134, -5.711, 2.498], [3.265, -6.402, 4.751], [1.628, -1.184, 2.868], [-5.136, -6.119, -2.328], [-4.036, -7.139, -2.659], [-4.218, -7.979, -3.922], [-5.322, -8.754, -3.844], [-3.148, -8.799, -4.064], [-3.834, -7.945, -1.593], [-2.891, -6.426, -2.841], [-6.096, -6.507, -1.365], [-7.205, -7.209, -1.739], [-7.240, -8.578, -1.062], [-6.160, -9.306, -1.411], [-8.347, -9.246, -1.465], [-7.308, -7.308, -3.077], [-8.283, -6.517, -1.307], [-4.623, -5.280, -1.863], [-5.601, -5.713, -3.226], [-4.284, -7.340, -4.807], [-7.258, -8.464, 0.023], [-5.490, 2.517, 3.732], [-5.677, 1.829, 2.371], [-4.578, 2.044, 1.332], [-4.471, 3.347, 0.994], [-4.889, 1.353, 0.202], [-6.879, 2.171, 1.854], [-5.717, 0.493, 2.622], [-6.180, 3.734, 3.931], [-5.616, 4.916, 3.537], [-6.472, 5.600, 2.472], [-6.584, 4.815, 1.382], [-5.878, 6.757, 2.100], [-4.346, 4.751, 3.130], [-5.589, 5.726, 4.618], [-5.935, 1.840, 4.457], [-4.439, 2.596, 4.007], [-3.612, 1.687, 1.698], [-7.469, 5.811, 2.864]]}



Entry 4:
{"formula": "C32H44BKN4O2P2S3", "method": "the ωB97M-V functional and the def2-TZVPD basis", "homo_ev": -1.7, "charge": -2, "lumo_energy_ev": 3.80, "elements": ["K", "C", "C", "N", "N", "C", "S", "S", "C", "C", "C", "C", "C", "C", "C", "C", "C", "C", "C", "C", "C", "O", "H", "H", "H", "H", "H", "H", "H", "H", "H", "H", "H", "H", "H", "H", "C", "P", "C", "C", "C", "P", "C", "C", "H", "H", "H", "H", "H", "H", "H", "H", "H", "H", "H", "H", "H", "H", "H", "H", "N", "C", "C", "C", "C", "C", "C", "C", "H", "H", "H", "H", "H", "B", "C", "N", "H", "H", "H", "C", "S", "C", "O", "H", "H", "H", "H", "H", "H"], "positions_angstrom": [[-0.076, -0.230, 0.270], [2.520, 3.791, -0.353], [1.939, 2.460, -0.787], [0.678, 2.302, -0.924], [-0.176, 3.336, -0.795], [-0.968, 3.438, 0.206], [-1.067, 2.514, 1.634], [-2.133, 4.830, -0.047], [-2.026, 5.670, 1.584], [-0.698, 6.353, 1.753], [-0.453, 7.576, 1.132], [0.782, 8.196, 1.241], [1.799, 7.595, 1.969], [1.570, 6.373, 2.583], [0.331, 5.757, 2.481], [2.856, 1.337, -1.047], [4.225, 1.475, -0.813], [5.122, 0.436, -1.006], [4.646, -0.796, -1.446], [3.302, -0.972, -1.693], [2.354, 0.069, -1.499], [1.105, -0.118, -1.704], [1.743, 4.553, -0.396], [3.339, 4.081, -1.013], [2.889, 3.724, 0.672], [-2.179, 4.885, 2.324], [-2.850, 6.384, 1.589], [-1.239, 8.029, 0.538], [0.947, 9.148, 0.749], [2.771, 8.071, 2.032], [2.362, 5.894, 3.147], [0.164, 4.786, 2.927], [4.615, 2.420, -0.457], [6.177, 0.580, -0.804], [5.333, -1.627, -1.576], [2.912, -1.927, -2.027], [-4.229, 1.695, 0.943], [-3.393, 0.345, 0.013], [-4.405, 0.504, -1.535], [-4.281, -1.080, 0.799], [-3.970, -2.378, 0.058], [-2.120, -2.606, 0.003], [-1.926, -3.264, 1.712], [-2.095, -4.218, -0.901], [-3.957, 2.648, 0.488], [-3.850, 1.698, 1.963], [-5.319, 1.581, 0.938], [-5.476, 0.443, -1.320], [-4.130, -0.269, -2.253], [-4.177, 1.476, -1.975], [-5.358, -0.881, 0.841], [-3.906, -1.142, 1.826], [-4.350, -2.319, -0.968], [-4.450, -3.238, 0.542], [-2.731, -3.963, 1.958], [-1.906, -2.449, 2.433], [-0.965, -3.767, 1.782], [-2.739, -4.964, -0.429], [-1.064, -4.571, -0.911], [-2.398, -4.059, -1.937], [0.678, -2.625, 0.237], [1.412, -3.492, 0.084], [2.296, -4.597, -0.084], [3.142, -4.982, 0.956], [3.962, -6.085, 0.796], [3.938, -6.807, -0.390], [3.098, -6.419, -1.426], [2.278, -5.314, -1.281], [3.140, -4.411, 1.875], [4.620, -6.387, 1.600], [4.577, -7.674, -0.507], [3.083, -6.985, -2.349], [1.620, -4.980, -2.074], [-0.292, -2.106, 5.179], [0.085, -1.411, 3.817], [0.353, -0.920, 2.804], [-0.217, -3.318, 5.029], [-1.436, -1.798, 5.470], [0.489, -1.734, 6.039], [-0.277, -2.035, -5.123], [0.374, -1.414, -3.449], [-1.130, -0.397, -3.219], [0.188, -2.647, -2.646], [-1.258, -2.495, -5.003], [0.433, -2.778, -5.488], [-0.326, -1.200, -5.824], [-1.185, 0.319, -4.039], [-1.081, 0.150, -2.267], [-1.982, -1.074, -3.229]]}



Entry 5:
{"formula": "C32H44BrN3NiP2S", "method": "the ωB97M-V functional and the def2-TZVPD basis", "multiplicity": 3, "homo_ev": [-13.8, -13.7], "charge": 2, "s_squared": 2.009, "lumo_energy_ev": [-5.68, -7.61], "elements": ["C", "C", "C", "C", "N", "C", "C", "C", "C", "C", "C", "C", "C", "C", "Ni", "P", "H", "H", "H", "H", "H", "H", "H", "H", "C", "C", "H", "H", "H", "H", "H", "C", "C", "H", "H", "H", "H", "H", "C", "C", "H", "H", "H", "H", "H", "Br", "P", "C", "C", "H", "H", "H", "H", "H", "C", "C", "H", "H", "H", "H", "H", "C", "C", "H", "H", "H", "H", "H", "N", "C", "N", "C", "C", "C", "C", "C", "C", "S", "H", "H", "H", "H", "H", "H"], "positions_angstrom": [[2.173, 4.401, -1.288], [1.224, 3.676, -2.026], [1.396, 3.638, -3.409], [2.503, 4.263, -3.995], [3.435, 4.897, -3.288], [3.248, 4.988, -1.971], [0.245, 2.867, -1.383], [-0.327, 2.159, -0.572], [-1.636, 2.122, 0.061], [-1.962, 1.009, 0.838], [-3.218, 0.800, 1.434], [-4.241, 1.680, 0.973], [-3.996, 2.875, 0.262], [-2.686, 3.099, -0.210], [-0.471, -0.976, 0.276], [1.541, -0.715, -0.301], [0.755, 2.971, -3.979], [2.147, 4.332, -0.201], [2.641, 4.185, -5.071], [4.019, 5.506, -1.398], [-2.461, 4.000, -0.802], [-1.159, 0.294, 1.148], [-4.843, 3.580, 0.069], [-3.440, -0.022, 2.156], [2.419, -2.334, -0.121], [3.656, -2.677, -0.969], [1.650, -3.099, -0.334], [2.680, -2.405, 0.947], [4.016, -3.693, -0.739], [3.454, -2.676, -2.044], [4.496, -1.992, -0.810], [1.778, -0.278, -2.077], [3.071, 0.419, -2.511], [0.910, 0.365, -2.290], [1.662, -1.232, -2.622], [3.071, 0.571, -3.599], [3.188, 1.423, -2.088], [3.975, -0.150, -2.257], [2.556, 0.580, 0.545], [4.072, 0.410, 0.666], [2.127, 0.665, 1.552], [2.297, 1.502, 0.005], [4.484, 1.212, 1.293], [4.358, -0.536, 1.138], [4.611, 0.457, -0.286], [-6.084, 1.128, 1.328], [-1.693, -1.646, -1.531], [-0.641, -2.617, -2.716], [-1.220, -3.857, -3.371], [0.263, -2.896, -2.152], [-0.341, -1.880, -3.479], [-0.410, -4.322, -3.947], [-1.598, -4.581, -2.642], [-2.053, -3.613, -4.039], [-2.986, -2.783, -0.833], [-4.279, -3.057, -1.605], [-3.252, -2.312, 0.128], [-2.443, -3.721, -0.614], [-4.917, -3.687, -0.962], [-4.822, -2.132, -1.848], [-4.119, -3.582, -2.557], [-2.464, -0.334, -2.583], [-3.096, -0.789, -3.903], [-1.643, 0.384, -2.785], [-3.197, 0.206, -1.950], [-3.625, 0.071, -4.335], [-2.341, -1.140, -4.617], [-3.796, -1.623, -3.765], [-0.020, -3.443, 2.228], [-0.001, -2.254, 2.882], [-0.004, -1.042, 2.330], [0.217, -0.025, 3.320], [0.201, 1.370, 3.096], [0.205, 2.226, 4.209], [0.275, 1.751, 5.527], [0.413, 0.360, 5.718], [0.405, -0.527, 4.634], [0.387, -2.314, 4.574], [0.053, -4.319, 2.740], [-0.162, -3.495, 1.241], [0.204, 1.769, 2.058], [0.158, 3.312, 4.027], [0.184, 2.443, 6.367], [0.465, -0.003, 6.739]]}



Number 1: DFT total energy -5882.1308 Ha, molar mass 844.8 g/mol. Number 2: DFT total energy -3986.4103 Ha, molar mass 786.3 g/mol. Number 3: DFT total energy -5621.1371 Ha, molar mass 1370.0 g/mol. Number 4: DFT total energy -4117.3604 Ha, molar mass 724.8 g/mol. Number 5: DFT total energy -6572.6524 Ha, molar mass 703.3 g/mol.